1.
DFT (the ωB97M-V functional and the def2-TZVPD basis) results for 3 unconnected molecules or ions with the total composition C28H51FN4O4S in a non-equilibrium geometry.

```
89
Properties=species:S:1:pos:R:3:lowdin_charge:R:1
C 1.43197 2.73621 -3.58819 -0.086
C 0.27486 3.20207 -2.70249 -0.250
N 0.31950 4.62477 -2.33755 -0.037
N -0.54333 5.54162 -2.96110 -0.245
C -1.87143 5.65768 -2.30886 -0.116
C -2.97379 4.72803 -2.75879 -0.231
C -3.15888 3.51538 -2.10824 -0.043
C -4.16898 2.65462 -2.49173 -0.039
C -5.02631 2.98151 -3.53650 -0.276
C -6.10981 2.02784 -3.97063 -0.053
C -4.84923 4.20569 -4.16871 -0.039
C -3.84255 5.06847 -3.78763 -0.043
S -0.44456 5.70034 -4.58063 0.606
O 0.92440 5.64699 -4.95250 -0.239
O -1.32306 6.73560 -4.99120 -0.234
F -1.06761 4.36452 -5.13620 -0.138
H 1.49072 1.64352 -3.56714 0.073
H 1.35136 3.08076 -4.61864 0.057
H 2.37791 3.10414 -3.17207 0.077
H 0.33205 2.63758 -1.76288 0.093
H -0.69406 2.96948 -3.14316 0.098
H 1.25832 4.99781 -2.35041 0.119
H -2.19404 6.69781 -2.41411 0.123
H -1.65943 5.47897 -1.25427 0.127
H -2.49504 3.25256 -1.28694 0.117
H -4.29729 1.71090 -1.97117 0.112
H -7.02938 2.55037 -4.23836 0.077
H -5.78066 1.44668 -4.83684 0.083
H -6.33449 1.31748 -3.17216 0.074
H -5.51539 4.49853 -4.97530 0.116
H -3.72963 6.01858 -4.30215 0.112
C 0.69425 -0.64601 2.90556 -0.021
C 1.01838 0.50588 1.93534 -0.476
C 2.43763 1.02766 2.17262 -0.130
C 2.58321 1.85412 3.44832 -0.172
C 1.55242 2.97988 3.49025 -0.133
C 0.11498 2.49025 3.30290 -0.494
N 0.04493 1.64069 2.07037 -0.096
O -0.04522 2.34604 0.99741 -0.041
C -0.36325 1.72609 4.54586 -0.031
C -0.82276 3.67746 3.12005 -0.044
C 0.90384 -0.05234 0.52148 -0.040
H -0.37986 -0.73069 3.07318 0.092
H 1.03906 -1.58190 2.47038 0.055
H 1.18482 -0.54573 3.87220 0.068
H 2.73430 1.64429 1.31769 0.124
H 3.11404 0.16987 2.19439 0.127
H 2.49206 1.21728 4.33204 0.102
H 3.58660 2.28216 3.48643 0.112
H 1.61197 3.51858 4.43891 0.124
H 1.78313 3.70220 2.70085 0.125
H -1.33154 1.25950 4.36123 0.092
H -0.47982 2.43160 5.36887 0.087
H 0.32684 0.95848 4.88166 0.058
H -0.50186 4.32757 2.30999 0.077
H -0.83591 4.25812 4.04311 0.087
H -1.83868 3.34184 2.90817 0.092
H -0.11738 -0.37563 0.31327 0.092
H 1.56320 -0.91724 0.43865 0.083
H 1.19300 0.67789 -0.23118 0.067
C -0.50059 -6.40008 0.32799 -0.028
C 0.37330 -5.13393 0.23274 -0.482
C 1.32151 -5.21904 -0.96621 -0.131
C 2.47800 -6.19667 -0.76711 -0.171
C 3.22864 -5.89879 0.52901 -0.132
C 2.31892 -5.85453 1.75847 -0.493
N 1.17492 -4.92553 1.48406 -0.090
O 1.49456 -3.69185 1.66305 -0.044
C 1.83053 -7.26384 2.12322 -0.031
C 3.08824 -5.32408 2.96201 -0.042
C -0.56381 -3.94309 0.06689 -0.038
H -0.82798 -6.57448 1.35273 0.089
H -1.39162 -6.27271 -0.28567 0.083
H 0.00117 -7.29633 -0.03037 0.066
H 1.73104 -4.22278 -1.16139 0.125
H 0.73469 -5.49664 -1.84500 0.127
H 2.11649 -7.22828 -0.77227 0.102
H 3.16624 -6.11405 -1.60994 0.113
H 4.00517 -6.64725 0.70241 0.125
H 3.73526 -4.93349 0.43165 0.125
H 1.07579 -7.21820 2.90913 0.093
H 2.67476 -7.84126 2.49995 0.088
H 1.41863 -7.81765 1.28535 0.058
H 3.54918 -4.36099 2.75814 0.079
H 3.87516 -6.03539 3.21447 0.088
H 2.43182 -5.21347 3.82588 0.093
H -1.20945 -3.82941 0.93898 0.097
H -1.19045 -4.11481 -0.80870 0.089
H -0.01991 -3.01335 -0.07939 0.063
```

Output
- total charge = 0
- multiplicity = 3
- frontier orbital gap (spin up / spin down) (eV) = 8.79 / 9.22

2.
DFT (the ωB97M-V functional and the def2-TZVPD basis) results for a molecular structure, C23H41FN4O2S5 in a non-equilibrium geometry.

```
76
Properties=species:S:1:pos:R:3:lowdin_charge:R:1
C -1.90774 -1.93430 -1.63139 -0.085
C -0.36344 -2.14926 -1.49102 -0.205
C 0.46130 -1.21193 -2.40940 -0.213
N 0.93689 0.05510 -1.80153 0.021
C 0.14046 0.55129 -0.74602 -0.185
C -1.03162 1.22143 -0.90037 -0.104
C -1.66939 1.51183 -2.25219 -0.314
C -2.13062 2.99936 -2.27929 -0.031
F -0.81494 1.34712 -3.32276 -0.004
C -1.73145 1.65321 0.29336 0.016
C -1.32251 1.43906 1.55372 -0.169
C -2.20250 1.92369 2.70079 -0.133
C -2.20442 1.00600 3.94732 -0.266
C -2.45360 -0.48666 3.61428 -0.480
S -1.91907 -1.55622 4.98460 0.891
C -0.46081 -2.44067 4.39620 -1.050
S -0.50184 -3.02866 2.85874 0.679
N 0.57225 -2.61125 5.30137 -0.169
C 1.04742 -1.32587 5.88018 -0.269
C 1.35990 -1.56744 7.37903 -0.076
C 1.74255 -3.29438 4.71688 -0.297
C 1.58011 -4.83895 4.65619 -0.090
C -0.07077 0.76107 1.75267 -0.316
N 0.51567 0.48554 2.91854 -0.167
S 1.89652 -0.25529 2.48250 1.004
N 1.77910 -0.28720 0.88046 -0.203
C 0.63116 0.33488 0.58435 -0.282
H -2.31879 -1.28406 -0.85409 0.062
H -2.07767 -1.52776 -2.63939 0.069
H -2.38822 -2.92095 -1.65065 0.070
H -0.19500 -3.16823 -1.87544 0.101
H -0.03314 -2.16084 -0.44563 0.088
H 1.37001 -1.77298 -2.68151 0.094
H -0.08141 -1.06955 -3.35561 0.088
H 1.87862 -0.12203 -1.47451 0.099
H -2.58803 0.91058 -2.31645 0.142
H -1.53547 3.63514 -1.61364 0.078
H -3.19703 3.10731 -2.05168 0.084
H -1.96923 3.38559 -3.29457 0.078
H -2.66705 2.19430 0.14596 0.125
H -1.84103 2.91473 3.01834 0.124
H -3.23513 2.05690 2.35117 0.116
H -1.30933 1.12781 4.56521 0.079
H -3.04720 1.33073 4.57883 0.107
H -3.53728 -0.63217 3.49925 0.080
H -2.00764 -0.81784 2.66973 0.031
H 1.98912 -0.98332 5.42764 0.098
H 0.31796 -0.51617 5.81603 0.074
H 0.46815 -1.90051 7.92122 0.077
H 2.07761 -2.40201 7.44618 0.067
H 1.85549 -0.70823 7.84597 0.075
H 2.07573 -2.86742 3.76271 0.062
H 2.57169 -3.12285 5.41822 0.105
H 2.04544 -5.26659 3.76386 0.073
H 2.05895 -5.26186 5.54856 0.068
H 0.51654 -5.09468 4.71827 0.059
C 0.91851 5.14524 -3.84717 -0.264
S 0.05911 6.33715 -2.80807 0.790
O -1.37463 6.30981 -3.19662 -0.553
C 0.78897 7.80143 -3.55655 -0.276
H 0.57833 4.14714 -3.57411 0.036
H 0.68725 5.33631 -4.89554 0.061
H 1.99247 5.22260 -3.67550 0.054
H 0.56615 7.82054 -4.62371 0.058
H 1.86724 7.79269 -3.39494 0.051
H 0.35748 8.67856 -3.07804 0.049
C 1.94878 -4.29472 -6.40403 -0.271
S 1.04214 -3.16767 -5.33283 0.776
O -0.37910 -3.19821 -5.76099 -0.541
C 1.76862 -1.65844 -5.98909 -0.262
H 1.61736 -5.30854 -6.18789 0.049
H 1.74274 -4.05738 -7.44806 0.057
H 3.01641 -4.20945 -6.19958 0.052
H 1.57494 -1.59125 -7.06001 0.059
H 2.84223 -1.65890 -5.79749 0.055
H 1.30969 -0.81147 -5.48094 0.043
```

Output
- total charge = 0
- frontier orbital gap (eV) = 7.66

3.
DFT (the ωB97M-V functional and the def2-TZVPD basis) results for 2 unconnected molecules or ions with the total composition Br2H2NP in a non-equilibrium geometry.

```
6
Properties=species:S:1:pos:R:3:lowdin_charge:R:1
N 0.16295 0.01452 -0.22304 -0.153
P 1.37135 -1.64211 -1.72862 -0.020
Br 2.35311 -2.44550 -0.00761 0.152
Br 2.91846 -0.43946 -2.63315 0.147
H 0.96412 0.56549 0.16455 -0.042
H 0.01650 -0.73120 0.48174 -0.084
```

Output
- total charge = 0
- ΔE to the lowest compared entry with this formula, charge and spin (kcal per mole) = 53.3
- frontier orbital gap (spin up / spin down) (eV) = 8.06 / 7.80

4.
DFT (the ωB97M-V functional and the def2-TZVPD basis) results for a molecular structure, C28H39FN10O3SeV in a non-equilibrium geometry.

```
83
Properties=species:S:1:pos:R:3:lowdin_charge:R:1
V 8.26158 -14.71439 -4.57715 1.022
N 10.43830 -14.41759 -3.93126 0.018
C 10.61215 -13.23765 -3.07367 -0.187
C 9.25184 -12.75800 -2.60875 -0.134
N 8.16222 -12.67178 -3.64219 -0.201
C 8.39739 -11.58665 -4.63585 -0.131
C 9.40487 -11.98227 -5.72134 -0.143
N 9.16363 -13.40216 -6.13671 -0.017
C 6.84969 -12.35791 -3.00753 -0.056
C 5.36179 -13.86028 -4.55146 -0.363
N 6.38413 -14.26374 -5.54012 0.077
H 10.87427 -15.24523 -3.46896 0.132
H 11.13765 -14.30355 -4.67971 0.118
H 11.17166 -12.47531 -3.55332 0.105
H 11.19591 -13.38012 -2.15760 0.142
H 9.31452 -11.77995 -2.11641 0.149
H 8.90075 -13.46994 -1.90371 0.110
H 8.76918 -10.71666 -4.10502 0.142
H 7.45522 -11.38391 -5.15654 0.123
H 10.37399 -11.88118 -5.30685 0.089
H 9.35670 -11.32016 -6.59164 0.140
H 9.94007 -13.91173 -6.59724 0.095
H 8.51527 -13.42777 -6.91049 0.104
H 6.37939 -11.41821 -3.38754 0.117
H 6.94798 -12.18306 -1.95199 0.136
H 4.25234 -12.74260 -5.78223 0.042
H 4.63749 -14.67384 -4.51091 0.171
H 6.58234 -13.45317 -6.07960 0.090
H 6.12148 -15.07877 -6.05092 0.120
F 9.48704 -19.89126 0.01038 0.085
C 9.83106 -19.81414 -1.29317 -0.216
C 9.41699 -18.78692 -2.02877 0.098
C 9.75989 -18.70960 -3.42087 0.012
C 9.41807 -17.53107 -4.21108 -0.267
O 8.70682 -16.61512 -3.68920 -0.102
C 10.08028 -17.48650 -5.46489 -0.020
C 10.82210 -18.52528 -5.94544 0.080
N 11.14191 -19.61550 -5.21506 0.027
C 12.04291 -20.61385 -5.83026 -0.175
C 13.55860 -20.59434 -5.45784 -0.057
C 13.09524 -19.97156 -6.69205 -0.100
C 10.67673 -19.71187 -3.94775 -0.110
C 11.05852 -20.73913 -3.10449 0.102
C 10.58995 -20.84115 -1.81248 -0.190
N 10.92335 -21.93350 -1.00026 -0.111
C 9.81878 -22.68673 -0.59739 -0.182
C 10.22638 -23.69232 0.48064 -0.063
N 11.71657 -23.92995 0.60577 0.072
C 12.57544 -22.71445 0.75552 -0.054
C 11.83132 -21.45377 0.10643 -0.061
C 9.77116 -16.26541 -6.29241 -0.512
O 10.72015 -15.78517 -6.92061 0.078
O 8.54618 -15.73029 -6.23685 -0.173
H 8.94312 -17.93250 -1.62960 0.112
H 11.36645 -18.58062 -6.85519 0.136
H 11.63584 -21.54754 -6.11956 0.147
H 14.02457 -21.54743 -5.31593 0.107
H 13.80534 -19.95206 -4.59409 0.122
H 13.30381 -20.45514 -7.63681 0.133
H 13.10663 -18.91671 -6.73170 0.100
H 11.65110 -21.53948 -3.53125 0.137
H 9.30530 -23.22195 -1.43530 0.153
H 8.97068 -22.09992 -0.10731 0.149
H 9.82652 -24.67937 0.17318 0.146
H 9.87732 -23.46408 1.54188 0.168
H 12.03831 -24.40574 -0.22463 0.182
H 11.85900 -24.49836 1.40113 0.165
H 13.55396 -22.95567 0.35828 0.132
H 12.77833 -22.49263 1.80069 0.134
H 12.56859 -20.71529 -0.30572 0.153
H 11.24751 -20.95434 0.90636 0.127
Se 3.61666 -11.74637 -3.79069 1.163
N 3.75472 -12.83555 -2.36694 -0.199
C 4.78199 -13.54494 -2.21704 -0.375
C 4.81313 -14.36622 -1.03189 0.030
C 5.74089 -15.32269 -0.87480 0.009
C 6.66923 -15.50820 -1.99199 -0.060
N 6.87815 -14.74015 -2.97856 0.005
C 5.95749 -13.67299 -3.15969 -0.355
N 4.77579 -12.61461 -4.96779 -0.291
H 4.00053 -14.29895 -0.31535 0.142
H 5.71808 -15.98056 0.02855 0.139
H 7.27804 -16.43090 -1.90599 0.118
```

Output
- total charge = +3
- ΔE to the lowest compared entry with this formula, charge and spin (kcal per mole) = 67.2
- multiplicity = 3
- frontier orbital gap (spin up / spin down) (eV) = 7.09 / 7.04

In order of appearance, total energy = -57562.861, -91462.823, -150895.172, -144440.811 eV.